(1)
A cluster of 2 separate species, C5H13N4O in total, computed with wB97M-V/def2-TZVPD.

Output
<S²>: 2.01
HOMO-LUMO gap (spin up / spin down): 6.33 / 8.15 eV
LUMO energy (spin up / spin down): -4.5 / -6.1 eV
HOMO (spin up / spin down): -10.8480 / -14.2947 eV
net charge: +1
multiplicity: 3

CARTESIAN COORDINATES (ANGSTROEM)
C 1.71 0.98 -0.12
C 3.13 1.24 0.24
C 0.05 -1.18 1.56
C -3.53 -0.06 -0.27
C 1.41 -0.50 -0.40
N -2.14 1.72 0.25
N -0.94 -1.05 -0.54
N 0.12 -0.91 0.14
N -2.28 0.70 -0.37
O 0.74 1.75 -0.02
H 3.50 1.93 -0.43
H 3.29 1.73 1.19
H 3.79 0.36 0.23
H -0.93 -0.72 1.79
H -0.08 -2.20 1.74
H 1.05 -1.01 1.99
H -3.34 -0.92 -1.04
H -4.35 0.57 -0.47
H -3.64 -0.43 0.73
H 2.13 -1.27 0.07
H 1.47 -0.83 -1.45
H -1.24 2.28 0.24
H -0.79 -0.97 -1.50

=====

(2)
The ion C5H13N4S2 with charge +1, computed with wB97M-V/def2-TZVPD.

Output
HOMO-LUMO gap: 8.83 eV
LUMO energy: -3.8 eV
HOMO: -12.5879 eV
net charge: +1

CARTESIAN COORDINATES (ANGSTROEM)
C 0.82 -0.02 0.87
C -0.63 -1.60 -0.35
C -1.09 -1.82 -1.86
C 1.42 -0.49 3.22
C -0.82 2.73 -1.56
N 0.18 -0.37 -0.25
N 0.63 -0.76 2.00
N -1.11 1.37 -1.10
N -0.02 0.50 -1.34
S 2.10 1.23 0.76
S -0.04 -0.59 -2.78
H -1.53 -1.69 0.16
H -0.10 -2.46 0.12
H -0.66 -2.87 -2.03
H -2.13 -1.58 -1.92
H 1.45 0.56 3.63
H 0.95 -1.08 3.93
H 2.50 -1.00 3.21
H -0.16 3.34 -0.93
H -0.26 2.52 -2.54
H -1.74 3.14 -1.61
H -0.36 -0.94 2.13
H -2.08 0.98 -1.35
H 2.66 0.92 -0.42

=====

(3)
A cluster of 2 separate species, C5H13N5 in total, computed with wB97M-V/def2-TZVPD.

Output
HOMO-LUMO gap (spin up / spin down): 8.99 / 8.99 eV
LUMO energy (spin up / spin down): -7.5 / -7.5 eV
HOMO (spin up / spin down): -16.5317 / -16.5314 eV
net charge: +2

CARTESIAN COORDINATES (ANGSTROEM)
C 0.44 1.35 -0.98
C -0.13 -1.20 -0.24
C 1.48 0.59 -0.37
C 1.18 -0.79 -0.03
C -0.84 0.85 -1.20
N -1.05 -0.40 -0.73
N 2.70 1.16 -0.15
N -2.36 1.05 1.28
N 2.14 -1.74 0.63
N -2.33 -0.82 -0.91
H 0.84 2.30 -1.26
H -0.60 -2.22 -0.10
H -1.74 1.32 -1.58
H 2.72 2.17 -0.39
H 3.59 0.73 0.01
H -3.28 1.49 1.25
H -2.58 0.20 1.71
H 1.93 -2.80 0.51
H 2.44 -1.48 1.61
H 3.08 -1.70 0.12
H -2.92 -0.03 -0.76
H -2.04 1.65 2.04
H -2.67 -1.68 -0.46

=====

It is found that the energy relative to the best compared isomer or geometry (same formula, charge and spin) values, taken in the order of the records, are 21.4; 5.4; 26.0 kcal per mole.
It is found that the strongest force on any atom values, taken in the order of the records, are 3.81; 4.64; 2.95 eV/A.